Record 1
ORCA calculation (wB97M-V/def2-TZVPD) on a 3-piece molecular cluster, C22H31F3N3O8S overall in a non-equilibrium geometry.

```
68
Properties=species:S:1:pos:R:3:forces:R:3
S 0.91174 3.13739 -5.46673 2.58 4.19 -1.99
F 0.21610 0.69217 -6.48256 1.84 1.34 0.26
F 0.87640 2.23030 -7.92534 0.47 -0.75 2.47
F 2.43269 1.24834 -6.72192 -2.43 0.42 0.58
O -0.38734 -1.89551 3.25920 0.26 -0.34 0.03
O 0.00803 4.07335 -6.12406 -0.56 -2.38 1.53
O 2.23366 3.76905 -5.37421 -1.58 -2.07 0.90
O -2.02395 -5.83429 5.21126 -0.52 0.03 0.51
O -3.84105 -4.82884 6.10054 0.38 -0.24 -0.20
O 2.54330 0.59465 -0.23011 -0.88 0.33 -2.24
O 2.74323 -0.25662 0.82999 0.00 -1.53 1.42
O 0.24472 -3.99954 2.74190 -0.16 0.67 0.18
N 1.17887 1.58361 -3.19254 -2.67 -0.30 1.79
N 2.37254 1.27002 -3.82052 1.10 0.09 -0.44
N -2.89788 4.48492 -2.88888 0.65 -0.82 -0.68
C -0.99514 0.08497 1.09822 0.12 0.12 0.28
C 2.42672 3.77688 -0.12542 0.86 -0.69 0.54
C -0.48605 1.28945 -1.28672 -0.33 0.99 -1.09
C -1.42816 2.25861 -1.91110 3.75 -1.46 -1.42
C -0.99273 2.85244 -3.23485 0.83 -1.00 0.16
C -0.37733 -5.14341 2.13073 -0.06 -0.60 -0.18
C 0.82262 0.98895 -1.98045 -1.71 0.33 1.39
C -2.01040 -3.45819 2.36763 -0.10 -0.45 0.18
C -0.65804 -3.00142 2.85516 0.02 0.24 -0.12
C -1.75564 -3.83772 6.55105 -0.15 0.05 0.49
C -2.78096 -3.31134 7.53775 0.18 0.31 0.35
C -1.97758 3.89479 -3.91262 -0.18 1.09 1.18
C 1.14350 1.69835 -6.67087 -0.22 -0.92 -2.80
C 3.71867 3.44603 -1.00346 -0.50 0.68 -0.16
C -4.08855 -3.62574 6.84400 -0.31 0.30 0.25
C -0.80904 0.61962 0.02581 0.60 0.71 -1.57
C 3.40788 3.31347 -2.57648 1.25 0.43 0.43
C 0.31542 2.49027 -3.86298 -2.16 -0.85 2.77
C 1.74815 -0.06922 -1.23285 0.30 0.42 -1.79
C -1.85745 -4.96666 2.37806 -0.56 -0.33 -0.05
C 3.57279 1.83812 -3.14268 1.45 0.63 0.89
C -2.50908 -4.95965 5.88077 0.37 -0.17 -0.22
H -2.48106 -5.47673 1.64300 0.13 0.03 -0.03
H -2.36531 4.83417 -2.08584 -0.49 -0.15 -0.33
H 4.21018 2.52394 -0.58948 -0.36 0.93 -0.59
H 3.92700 1.19168 -2.27180 -0.72 0.59 -1.03
H 4.44600 1.83596 -3.86949 -1.44 -0.13 0.52
H -2.66198 -2.25357 7.77339 -0.08 -0.06 -0.03
H 4.42648 4.32445 -0.87666 -0.70 -1.24 -0.18
H -4.89861 -3.79402 7.55341 -0.03 -0.16 -0.22
H -1.39529 4.78344 -4.31117 -0.58 -1.46 0.16
H 3.01981 -1.12650 0.46755 0.19 0.61 0.08
H -2.11623 -5.35463 3.36793 0.12 0.05 -0.51
H 2.43346 3.81782 -2.81806 0.92 -0.67 0.16
H 1.15088 -0.91261 -0.78752 0.28 1.15 -0.38
H 2.59205 4.75411 0.41069 -0.58 -0.89 -0.78
H -0.12951 -5.14661 1.06522 0.06 0.07 0.05
H 0.00746 -6.05629 2.58474 0.16 0.22 0.06
H -2.80178 -3.12822 3.04017 0.07 0.29 -0.17
H -1.48924 -3.08898 5.80054 0.12 -0.08 -0.02
H -2.40203 2.48956 -1.41755 1.13 -0.16 -0.66
H -2.17550 -3.07040 1.35878 -0.03 0.16 0.08
H -1.09466 -0.38716 2.11349 0.16 0.52 -1.42
H 2.42642 -0.49165 -2.04757 -0.64 0.23 1.20
H -2.63941 3.45740 -4.71009 1.10 0.23 0.62
H 1.49645 3.76513 -0.75977 0.79 0.24 0.77
H -0.86519 -4.20992 7.05474 0.09 0.00 -0.36
H -3.59915 3.79623 -2.60546 0.26 0.55 0.07
H -2.71263 -3.87397 8.47268 -0.04 0.06 -0.06
H 4.21213 3.93864 -3.08022 -1.21 -0.78 0.34
H -4.38835 -2.83984 6.14501 0.01 -0.05 -0.01
H 2.48426 0.25999 -3.95701 -0.44 0.48 0.11
H 2.34270 2.99098 0.69165 -0.19 0.97 -1.06
```
Forces are in eV/Å.

Summary:
* 2S+1: 1
* calculated total energy: -63138.1760 eV
* net charge: +1
* orbital gap: 6.863 eV
* molecular weight: 554.56 u

These are the Mulliken partial charges, in e, on atoms 1 to 8: number 1, S, carries 1.27; number 2, F, carries -0.24; number 3, F, carries -0.21; number 4, F, carries -0.18; number 5, O, carries -0.74; number 6, O, carries -0.63; number 7, O, carries -0.56; number 8, O, carries -0.66


Record 2
ORCA calculation (wB97M-V/def2-TZVPD) on C22H31IrN2O7P2SeSi as an isolated structure in a non-equilibrium geometry.

```
67
Properties=species:S:1:pos:R:3:forces:R:3
Ir -1.12719 -1.16166 -1.01177 2.92 1.43 -0.38
Se -0.28295 -4.22546 -4.61319 -0.03 0.18 0.14
P -3.02225 0.67200 -1.82257 0.78 0.14 -0.26
P -3.96750 -2.01853 -1.31025 0.01 0.39 0.40
Si 0.87779 -0.21510 1.37722 0.14 0.11 0.29
O -5.65382 0.00255 -1.77874 0.09 -0.01 -0.13
O -2.69067 -0.03118 -3.10400 -0.07 -0.05 -0.02
O -3.50358 2.14144 -2.16942 -0.26 0.14 0.16
O -2.70305 -2.29100 -0.51834 -1.10 -0.40 0.15
O -3.91835 -2.35733 -2.82244 -0.06 0.12 -0.22
O -5.15278 -2.87807 -0.74921 -0.12 -0.21 -0.02
O -1.92415 0.75790 -0.74087 -0.51 0.02 -0.12
N -0.52177 -2.67867 -2.12697 -0.20 -0.47 0.51
N 1.29474 -0.32429 -1.30339 -0.83 -0.74 -0.02
C -0.73924 -1.03203 1.00037 -0.21 -0.32 -0.16
C 1.40358 -0.78116 3.09449 0.21 0.02 -0.23
C 2.02736 -0.67694 -0.03195 -0.08 0.36 -0.11
C 2.32193 1.42035 -2.84101 0.01 -0.13 -0.02
C 2.09374 -2.58246 4.56702 0.00 0.00 0.03
C -4.42884 -0.25075 -1.10216 -0.23 -0.09 0.07
C 3.62489 0.64163 -2.71209 0.05 0.04 -0.05
C -0.46583 -3.28080 -3.12786 0.10 -0.40 -0.12
C 1.73206 -2.12213 3.31028 0.01 -0.07 -0.02
C 1.85163 -1.14751 -2.40692 0.31 -0.03 -0.02
C 2.17660 3.71276 1.53037 -0.01 -0.02 0.00
C -0.28409 2.45417 1.28327 0.04 0.01 0.07
C 2.12922 -1.70278 5.64173 -0.01 0.02 -0.04
C 1.41853 1.13364 -1.64550 -0.17 0.13 -0.06
C 3.33228 -0.86903 -2.66362 0.02 0.03 0.03
C 1.01938 4.47486 1.42154 0.00 -0.01 -0.03
C -0.20774 3.84235 1.30138 -0.04 0.04 -0.03
C 1.80088 -0.36851 5.44946 -0.01 -0.03 0.03
C 1.44287 0.08516 4.18690 0.01 0.08 -0.01
C 0.86310 1.67194 1.37651 -0.10 -0.11 0.35
C -4.64716 0.06320 0.36993 -0.08 -0.03 0.00
C 2.09222 2.32989 1.50903 0.01 0.00 0.16
H -1.24572 1.97510 1.17918 -0.09 -0.01 -0.02
H 3.94512 -1.35166 -1.90028 0.01 -0.01 -0.03
H 1.69305 -2.19073 -2.15641 0.11 0.03 0.00
H 1.70487 -2.82635 2.48339 0.00 0.01 0.02
H 3.00737 1.75081 1.60025 -0.01 0.01 0.00
H -3.76362 -0.17065 0.96013 0.01 -0.01 -0.01
H 1.82432 1.65299 -0.78203 -0.01 -0.06 -0.09
H 2.41171 -2.05738 6.62486 0.00 0.00 -0.01
H 1.82261 1.16460 -3.77887 0.00 0.00 0.01
H 1.19480 1.13239 4.05042 0.01 -0.02 0.01
H -1.46746 -0.44761 1.58056 -0.38 -0.03 -0.39
H 0.42291 1.54330 -1.81693 -0.05 -0.05 0.03
H 1.07692 5.55604 1.43434 0.00 -0.01 0.00
H -3.38870 -1.64513 -3.28079 -0.03 -0.03 0.02
H 2.50628 2.49581 -2.87245 -0.01 0.00 0.03
H 4.29553 0.87886 -3.53882 0.01 -0.01 0.01
H 1.28246 -0.95778 -3.31168 -0.19 0.06 -0.04
H 3.13973 4.19723 1.63186 -0.01 -0.01 0.00
H 3.59480 -1.34055 -3.61223 -0.03 -0.03 0.01
H 2.27943 -1.74009 -0.00523 -0.25 -0.03 -0.22
H -5.49795 0.03814 -2.73174 -0.03 -0.02 -0.01
H -5.50005 -0.50834 0.73812 0.00 0.02 0.01
H -0.83227 -2.05788 1.36275 0.28 0.03 0.22
H -4.87806 1.12356 0.47611 0.01 0.00 0.00
H -3.14095 2.83192 -1.60619 0.04 0.02 0.14
H -1.11276 4.43316 1.22071 0.01 0.00 0.02
H 4.13978 0.95897 -1.80006 -0.03 0.01 0.01
H 2.34772 -3.62540 4.70956 0.00 0.01 0.00
H -4.93151 -3.40088 0.03000 0.05 -0.03 0.03
H 2.98252 -0.14278 0.01078 -0.01 0.02 -0.04
H 1.82530 0.32188 6.28340 0.00 -0.01 0.00
```
Forces are in eV/Å.

Summary:
* 2S+1: 1
* calculated total energy: -135275.7131 eV
* orbital gap: 7.686 eV
* molecular weight: 796.71 u
* energy above the lowest of the compared OMol25 structures with the same formula, charge and spin: 166.4 kJ/mol

These are the Mulliken partial charges, in e, on atoms 1 to 8: number 1, Ir, carries 1.82; number 2, Se, carries -0.20; number 3, P, carries 0.57; number 4, P, carries 0.68; number 5, Si, carries -0.24; number 6, O, carries -0.62; number 7, O, carries -0.92; number 8, O, carries -0.60


Record 3
ORCA calculation (wB97M-V/def2-TZVPD) on C22H31LaN5O6PS as an isolated structure in a non-equilibrium geometry.

```
67
Properties=species:S:1:pos:R:3:forces:R:3
La -13.32856 -4.97708 10.33120 0.32 -1.76 -0.42
S -10.63933 -4.39601 11.10625 0.38 0.14 -0.39
P -14.53091 -7.60532 11.02189 -0.12 -2.04 -0.35
O -18.13003 -1.39846 14.60524 -0.44 0.12 -0.17
O -14.61058 -6.92020 9.63771 0.29 0.29 0.48
O -19.79171 -2.44484 13.67576 -0.09 0.52 0.58
O -15.85911 -7.69045 11.80744 0.27 0.81 0.14
O -14.13594 -9.12966 10.95174 -0.02 1.20 -0.54
O -13.55704 -6.76641 11.85352 0.15 0.72 -0.27
N -9.74847 -4.47103 8.58533 -0.18 0.24 1.06
N -14.23363 -3.44557 11.97101 -1.67 1.10 0.65
N -15.44819 -3.87731 9.48788 -1.08 0.76 -0.71
N -18.63080 -2.10785 13.75812 -0.81 -0.71 0.36
N -10.06106 -2.34453 9.50178 0.23 0.27 0.14
C -16.02889 -4.06981 8.27032 0.50 -0.50 1.41
C -11.81333 -9.25858 10.16594 0.99 -0.12 0.29
C -16.22711 -3.47958 10.55198 -0.97 -0.61 -1.11
C -14.23853 -2.46695 14.13963 -0.57 -0.11 0.37
C -13.14469 -9.94601 10.15885 -1.18 -0.36 1.61
C -17.27249 -8.06898 11.55662 0.73 0.38 1.24
C -13.16136 -11.16431 11.08996 0.56 -1.31 -0.77
C -16.34260 -2.65243 12.90464 -0.22 -0.57 -0.87
C -17.65383 -3.42340 10.42054 1.67 -0.38 0.47
C -13.57408 -3.11563 13.10053 -1.06 0.13 -1.36
C -15.61207 -2.25278 14.03539 0.57 0.16 1.34
C -9.35324 -1.64862 8.39764 -0.15 0.28 0.28
C -17.99873 -7.09017 12.47308 -1.41 0.38 -0.54
C -13.79515 -10.22220 8.81133 0.59 -0.51 0.49
C -17.41624 -4.02680 8.09090 0.07 0.11 0.07
C -17.40815 -9.46528 12.11388 -0.63 -1.09 -0.70
C -17.51806 -7.95819 10.07624 -0.19 -0.40 -0.60
C -18.39213 -3.10372 11.60226 -0.25 0.40 -0.07
C -15.62362 -3.19292 11.83419 2.59 -0.23 0.40
C -17.77653 -2.67452 12.73077 0.72 0.43 -0.62
C -18.22274 -3.74918 9.17246 -0.33 0.14 0.51
C -10.10652 -3.67507 9.62188 -0.15 0.66 0.04
H -14.78050 -10.65349 9.03137 0.21 0.16 -0.37
H -17.75758 -7.22859 13.52612 0.22 -0.18 -0.14
H -14.14741 -11.66883 11.08803 0.45 0.47 0.03
H -17.10231 -7.01157 9.69123 -0.33 -0.37 0.07
H -17.81067 -6.03562 12.22536 0.14 -0.24 -0.15
H -12.88129 -10.90559 12.10835 -0.14 0.23 -0.02
H -19.31694 -3.78084 9.13057 0.42 0.04 -0.30
H -9.15723 -4.10736 7.84451 -0.19 -0.31 0.04
H -17.84188 -4.24779 7.12160 0.04 0.01 0.02
H -11.85828 -8.28417 9.67306 0.00 0.08 0.05
H -9.97006 -1.63377 7.49106 0.32 -0.29 0.07
H -18.59176 -8.04181 9.82905 0.46 0.10 0.19
H -19.47941 -3.11131 11.59447 0.21 0.05 -0.09
H -16.16259 -1.80259 14.87918 0.60 -0.32 -0.66
H -9.22398 -0.59596 8.68155 0.02 -0.41 0.06
H -13.18253 -10.96860 8.26613 -0.40 0.46 0.16
H -12.50315 -3.31807 13.07098 -0.25 -0.03 0.37
H -17.21050 -9.50993 13.19068 -0.02 0.13 -0.29
H -11.07260 -9.86069 9.62196 -0.28 0.08 -0.04
H -18.45785 -9.82799 11.92782 1.01 0.23 0.19
H -9.72502 -5.45735 8.85037 0.41 0.47 -0.52
H -19.09675 -7.23516 12.37561 0.57 0.00 0.05
H -8.34387 -2.07815 8.24474 -0.62 0.16 -0.04
H -13.70138 -2.21691 15.06024 -0.27 0.05 -0.46
H -10.41115 -1.75424 10.28356 0.58 -1.05 -0.80
H -12.42983 -11.93151 10.76639 -0.28 0.38 -0.04
H -11.39869 -9.16599 11.19661 -0.52 0.16 -0.67
H -16.69263 -10.13775 11.59010 -0.55 0.32 0.36
H -13.87752 -9.29861 8.24765 -0.12 0.01 -0.23
H -16.99989 -8.81002 9.57550 -0.30 0.68 0.19
H -15.36296 -4.41007 7.45444 -0.46 0.40 0.54
```
Forces are in eV/Å.

Summary:
* 2S+1: 1
* calculated total energy: -64027.7476 eV
* net charge: +2
* orbital gap: 8.417 eV
* molecular weight: 663.47 u

These are the Mulliken partial charges, in e, on atoms 1 to 8: number 1, La, carries 1.48; number 2, S, carries -0.47; number 3, P, carries 1.18; number 4, O, carries -0.61; number 5, O, carries -0.75; number 6, O, carries -0.58; number 7, O, carries -0.32; number 8, O, carries 0.09